Entry w
The following is a DFT calculation (ωB97M-V with the def2-TZVPD basis set) of a 9-piece molecular cluster, C18H54O18 overall.

Each line ends with the Löwdin charge.
Element x y z (Å)
O  16.4206  -2.2655  -9.6614  -0.0691
O  19.9137  0.8127  -1.5809  -0.0531
O  21.7417  -2.8488  -4.9560  -0.0497
O  19.5964  -2.6250  0.3492  -0.0831
O  16.5238  -5.8461  3.3530  -0.0539
O  14.1017  -2.0633  -5.5498  -0.0624
O  12.4070  0.1138  -5.3502  -0.0668
O  16.5184  -6.3111  -6.8723  -0.0526
O  16.1122  -2.6031  -3.4851  -0.0920
O  12.8195  -4.7324  0.6307  -0.0895
O  18.8551  -2.7365  -4.0299  -0.0844
O  12.0022  -3.9094  -1.9289  -0.0505
O  14.8803  -6.2254  -4.5391  -0.0705
O  17.9064  -0.8408  2.6309  -0.0672
O  15.4601  -3.4610  -0.0228  -0.0671
O  20.6093  -0.3361  -4.0380  -0.0752
O  17.7248  -1.5130  -6.8884  -0.0764
O  12.9297  -5.4179  3.4860  -0.0809
C  11.2699  -4.8279  -1.1347  -0.2577
C  15.3238  -5.1819  2.9782  -0.2386
C  17.6797  -2.5710  -9.0377  -0.2188
C  19.3897  0.3974  -3.8792  -0.1956
C  15.8156  -2.3965  -2.1102  -0.2112
C  16.2919  -5.9788  -4.4634  -0.2379
C  14.2679  -5.5543  4.0222  -0.1923
C  12.8874  -0.3384  -6.6051  -0.2537
C  17.5511  -2.7657  -7.5658  -0.2393
C  17.6250  -1.8167  1.6056  -0.2244
C  18.6930  -2.8847  1.4447  -0.2158
C  16.1171  -3.6049  -1.2562  -0.2362
C  16.9964  -6.6896  -5.5994  -0.2565
C  19.5145  -3.8499  -4.6402  -0.2094
C  20.6131  -3.4402  -5.5763  -0.2511
C  14.2334  -0.9963  -6.4660  -0.2595
C  18.9159  0.3095  -2.4604  -0.2482
C  12.0977  -5.6556  -0.1825  -0.2226
H  14.7493  -2.1883  -2.0230  0.1308
H  18.5809  -0.6955  -2.1621  0.1055
H  18.2498  -3.8419  1.1800  0.1056
H  14.8314  -4.1726  0.1377  0.0498
H  12.9490  0.5076  -7.2879  0.1203
H  18.6246  -0.0206  -4.5268  0.1174
H  10.5421  -4.2617  -0.5499  0.1231
H  12.4842  -0.6351  -4.7474  0.0772
H  17.1948  -3.7033  -1.0732  0.1140
H  18.1143  -3.4518  -9.5029  0.1230
H  14.3940  -6.5836  4.3423  0.1224
H  17.8021  -1.6905  -5.9439  0.0467
H  12.1512  -1.0584  -6.9848  0.1213
H  17.0653  -2.7767  -3.5093  0.0390
H  11.4164  -6.1833  0.4900  0.1231
H  14.7103  -7.1653  -4.4234  0.0887
H  16.0726  -1.5122  -9.1738  0.0640
H  19.5533  -2.0710  -3.9271  0.0570
H  16.5910  -3.2086  -7.2662  0.1196
H  20.2910  -2.7369  -6.3551  0.1235
H  16.6967  -2.3087  1.8753  0.0941
H  16.3656  -1.5304  -1.7198  0.1070
H  19.5336  0.8793  -0.7015  0.0831
H  17.5200  -1.2449  0.6796  0.1136
H  19.2597  -2.9710  2.3763  0.1242
H  18.0416  -6.3522  -5.5943  0.0985
H  18.2491  -3.5029  -7.1484  0.0974
H  20.9154  -4.3502  -6.1050  0.1292
H  12.3783  -5.9830  4.0333  0.0899
H  12.6469  -4.4132  -2.4373  0.0813
H  19.5713  1.4498  -4.1090  0.1327
H  14.5706  -1.3213  -7.4611  0.1032
H  16.8142  -6.3763  2.6085  0.0864
H  15.6500  -5.9047  -6.7699  0.0843
H  18.3045  -1.6997  -9.2525  0.1242
H  19.9552  -4.4364  -3.8245  0.1339
H  17.9931  0.8927  -2.3123  0.1330
H  13.0824  -5.0781  1.4937  0.0350
H  14.9933  -5.5248  1.9901  0.1051
H  10.6314  -5.4526  -1.7768  0.1194
H  14.9551  -0.2559  -6.1019  0.1254
H  16.6792  -6.4346  -3.5413  0.1214
H  17.0262  -7.7681  -5.4117  0.1201
H  15.4331  -4.1024  2.8750  0.1145
H  21.4943  -1.9200  -4.8622  0.0472
H  15.7849  -4.4954  -1.8040  0.1199
H  20.0307  -1.7824  0.5144  0.0694
H  18.8796  -4.5343  -5.2029  0.0880
H  14.9473  -2.2280  -5.1174  0.0445
H  21.1923  -0.0323  -3.3305  0.1065
H  16.3767  -4.8966  -4.4121  0.1002
H  12.7884  -6.3140  -0.7199  0.1175
H  18.6063  -0.2910  2.2686  0.0683
H  14.3867  -4.8117  4.8156  0.1234

Its highest occupied orbital energy is -9.72 eV. As for the LUMO energy: -0.05 eV. The frontier orbital gap comes out at 9.68 eV. The SMILES is OCCO.OCCO.OCCO.OCCO.OCCO.OCCO.OCCO.OCCO.OCCO.

=====

Entry x
The following is a DFT calculation (ωB97M-V with the def2-TZVPD basis set) of a 9-piece molecular cluster, C18H54O18 overall.

Each line ends with the Löwdin charge.
Element x y z (Å)
O  2.8273  1.3230  -1.1742  -0.0519
O  1.2803  -2.5740  2.7238  -0.0948
O  3.3693  3.9600  -4.5472  -0.1069
O  -2.8537  -0.2030  2.6958  -0.1066
O  -3.3457  -2.9010  4.8988  -0.0281
O  -0.0327  2.8770  -4.6302  -0.0493
O  -3.2967  3.9320  0.4878  -0.0638
O  0.0893  1.1590  -1.1482  -0.0698
O  -4.6157  -0.2490  -4.2792  -0.0692
O  -0.9487  4.1350  3.2108  -0.0103
O  1.9913  -3.4030  -2.1672  0.0036
O  -1.1357  -6.4550  0.2758  -0.0715
O  3.6653  -0.6440  4.6528  -0.0271
O  -2.0377  -3.0730  -0.8462  -0.1031
O  -0.5827  -0.9500  1.7558  -0.1225
O  1.8233  -4.2970  0.4438  -0.1223
O  3.8383  4.1440  0.6238  -0.1170
O  -1.9327  1.4840  -2.8872  -0.0107
C  -1.7937  3.4280  2.2828  -0.2228
C  0.1273  0.0860  1.0588  -0.1779
C  -1.4297  -5.2760  -0.5642  -0.1945
C  3.3303  2.5640  -1.0142  -0.2739
C  2.4043  -0.9610  4.2858  -0.2705
C  2.4573  -1.9640  3.0978  -0.2486
C  1.3803  2.7500  -4.6032  -0.1936
C  2.7683  -3.2190  0.0368  -0.1618
C  -2.8597  -2.1840  3.8338  -0.2603
C  3.4443  2.8710  0.4868  -0.3302
C  -2.4397  0.1830  -3.3622  -0.0983
C  -3.2007  -0.6650  3.9218  -0.2554
C  2.0133  4.1560  -4.6072  -0.2635
C  -2.2547  4.3730  1.2658  -0.3104
C  -0.6927  0.3590  -0.2442  -0.1678
C  3.2063  -3.5840  -1.4202  -0.1606
C  -1.4737  -3.9280  0.0698  -0.2948
C  -3.6497  0.7090  -4.3872  -0.2257
H  -1.7437  2.0190  -3.4552  -0.1026
H  -1.1947  2.7240  1.8958  0.0538
H  -3.0057  -2.3970  5.6828  0.1162
H  -4.5217  -0.9840  -4.8502  0.0750
H  -4.1287  -0.5170  4.1838  0.0763
H  -1.8937  -0.5060  -3.8362  0.0657
H  -2.5087  -0.2980  4.7028  0.1385
H  -0.2687  2.6480  -5.5242  0.0846
H  2.2713  -2.1010  0.3128  0.1653
H  -2.3617  -5.6680  -1.1112  0.1545
H  3.8253  -2.8240  -1.7772  0.0960
H  -0.4437  4.7460  2.8198  0.0102
H  -1.0547  -0.6590  -0.5642  0.1287
H  -1.4797  -0.6690  1.9798  0.0257
H  4.3923  2.6120  -1.6422  0.1809
H  2.7923  -1.3890  2.3178  0.0753
H  -3.7307  0.3410  2.3018  0.2349
H  1.3323  -3.5870  -1.7142  -0.0910
H  1.6303  -1.1850  5.0438  0.1254
H  -2.5217  5.3260  1.8038  0.1441
H  3.6483  -4.5120  -1.5962  0.1000
H  2.2673  0.1190  3.9548  0.1403
H  0.2073  0.8790  1.7748  0.1128
H  0.4853  -2.0330  2.5918  0.0440
H  -1.4887  1.1520  0.1568  0.1499
H  1.9483  4.6600  -5.6102  0.1340
H  -1.8087  -2.3150  3.5488  0.1277
H  -2.9957  -2.9950  -0.6912  0.1027
H  -0.5107  -5.2740  -1.1382  0.1063
H  4.0133  -1.3820  5.0668  0.0543
H  2.4803  2.6250  1.0328  0.1314
H  -2.6637  2.9440  2.7418  0.1346
H  -0.4797  -3.4160  0.4848  0.1451
H  2.4943  3.0310  -1.4082  0.0875
H  -1.4547  4.4620  0.4488  0.1532
H  -0.5097  -6.2160  0.9008  0.0224
H  3.0563  -2.8290  3.3118  0.1275
H  -2.2907  -3.7510  0.8748  0.1405
H  -0.4807  1.2910  -1.8602  -0.0004
H  1.5293  -4.1640  1.3588  0.0522
H  3.6793  -3.3540  0.6278  0.0996
H  -3.4027  4.5950  -0.2202  0.1071
H  1.7623  2.0600  -5.2612  0.1107
H  1.5903  4.6630  -3.7942  0.1016
H  -4.0247  1.6320  -3.8182  0.1392
H  1.5053  2.3820  -3.6722  0.0716
H  -3.5047  -2.3560  3.0998  0.0743
H  -2.8457  -0.4590  -2.6012  0.1032
H  4.2973  2.2750  1.0578  0.1503
H  0.9853  -0.2800  0.6228  0.0766
H  3.9673  4.8090  -4.4362  0.1626
H  1.9663  1.1960  -1.3202  -0.0332
H  4.9023  4.1930  0.4868  0.1802
H  -3.1497  0.7770  -5.5092  0.1646

Its highest occupied orbital energy is -9.11 eV. As for the LUMO energy: 0.08 eV. The frontier orbital gap comes out at 9.19 eV. The SMILES is OCCO.OCCO.OCCO.OCCO.OCCO.OCCO.OCCO.OCCO.OCCO.

=====

Quick one: least stable of them? entry x

=====

Entry w
The following is a DFT calculation (ωB97M-V with the def2-TZVPD basis set) of a 2-piece molecular cluster, C3H9NO2 overall.

Each line ends with the Löwdin spin population.
Element x y z (Å)
O  -2.0032  -1.5275  2.2786  0.4109
O  1.5748  1.9266  -1.6197  0.0077
N  -0.1128  -0.2679  0.2336  0.0381
C  0.6479  1.6458  -0.8955  0.0248
C  0.7113  -1.4745  0.0715  0.0931
C  -0.2657  0.4574  -1.0285  0.0437
H  1.7701  -1.1917  0.0043  0.0033
H  0.4563  -2.0431  -0.8312  0.0044
H  -1.2779  0.8784  -1.0641  0.0221
H  0.6221  -2.0738  0.9722  0.0449
H  -1.4335  -0.8441  2.6851  0.1201
H  0.3920  2.2637  -0.0210  0.0100
H  -0.9914  -0.6230  0.5228  0.0475
H  -0.0722  -0.1829  -1.8811  0.0024
H  -2.4588  -1.9212  3.0508  0.1271

The spin multiplicity is 2. Its highest occupied orbital energy (alpha / beta) is 0.99 / -6.07 eV. As for the LUMO energy (alpha / beta): 3.63 / 3.49 eV. The expectation value of S² is 0.750. The frontier orbital gap (alpha / beta) comes out at 2.64 / 9.56 eV. Its net charge is -1.

=====

Entry x
The following is a DFT calculation (ωB97M-V with the def2-TZVPD basis set) of a 2-piece molecular cluster, C3H9NO2 overall.

Each line ends with the Löwdin spin population.
Element x y z (Å)
O  -0.6356  0.3947  2.5106  0.3916
O  -0.8058  -0.5043  -2.7797  0.0013
N  0.7561  0.2935  -1.4070  0.0057
C  -1.1755  -0.8351  -0.4254  0.0749
C  -0.4198  -0.3752  -1.6219  0.0178
C  1.4737  0.4043  -0.1504  0.1217
H  1.6198  -0.5366  0.3832  0.0282
H  1.2485  0.5166  -2.2547  0.0023
H  -0.7622  -1.6620  0.1463  0.0187
H  2.5059  0.6767  -0.3913  0.0130
H  1.0328  1.1421  0.5131  0.0452
H  -1.2388  0.0127  0.2681  0.0315
H  -1.4496  0.8588  2.7636  0.1108
H  -2.2006  -1.0848  -0.6902  0.0080
H  0.0510  0.6987  3.1358  0.1294

The spin multiplicity is 2. Its highest occupied orbital energy (alpha / beta) is 0.84 / -6.31 eV. As for the LUMO energy (alpha / beta): 3.75 / 3.64 eV. The expectation value of S² is 0.750. The frontier orbital gap (alpha / beta) comes out at 2.92 / 9.95 eV. Its net charge is -1.

=====

Quick one: least stable of them? entry w

=====

Entry w
The following is a DFT calculation (ωB97M-V with the def2-TZVPD basis set) of a 2-piece molecular cluster, C14H16O2 overall.

Each line ends with the natural charge from an NBO analysis.
Element x y z (Å)
O  1.0271  -0.1791  3.7458  -0.6862
O  -0.8176  3.3175  1.3577  -0.6888
C  -0.6633  0.8185  -1.3152  -0.1931
C  -2.4614  2.0984  0.2924  -0.2547
C  -1.9921  0.4840  -1.4122  -0.0447
C  0.6499  -1.7150  0.4755  -0.1873
C  2.1367  -1.6055  -1.5129  -0.6461
C  0.3865  -1.4275  1.7947  -0.2872
C  -0.1615  1.8657  -0.4914  -0.2870
C  1.3302  -0.6968  2.5228  0.2901
C  1.9530  -1.4433  -0.0541  -0.0403
C  -1.0874  2.3349  0.3968  0.2844
C  2.6625  -0.6502  2.1045  -0.2911
C  2.9943  -1.1671  0.8631  -0.1870
C  -2.9247  1.1405  -0.5791  -0.1901
C  -2.5637  -0.4216  -2.5327  -0.6350
H  -3.2790  -1.1594  -2.1715  0.2135
H  1.2107  -1.7059  -2.1921  0.2201
H  4.0182  -1.2789  0.5529  0.2112
H  0.1150  3.2519  1.5893  0.4752
H  3.0868  0.1552  2.7043  0.2372
H  0.0013  -2.0702  -0.2966  0.2165
H  -3.0663  0.2127  -3.2709  0.2204
H  0.1710  0.2632  3.6986  0.4850
H  0.1851  0.2039  -1.6330  0.2155
H  -3.0595  2.7457  0.9270  0.2303
H  2.6925  -2.4905  -1.7536  0.2246
H  -3.9011  0.7244  -0.5441  0.2131
H  -0.4500  -1.9025  2.3508  0.2210
H  0.8979  2.0726  -0.5400  0.2229
H  -1.8520  -0.9907  -3.2116  0.2171
H  2.7608  -0.7849  -1.8651  0.2205

Its highest occupied orbital energy is -8.30 eV. As for the LUMO energy: 0.66 eV. The frontier orbital gap comes out at 8.95 eV. The SMILES is Cc1ccc(O)cc1.Cc1ccc(O)cc1.

=====

Entry x
The following is a DFT calculation (ωB97M-V with the def2-TZVPD basis set) of a 2-piece molecular cluster, C14H16O2 overall.

Each line ends with the natural charge from an NBO analysis.
Element x y z (Å)
O  -0.2114  3.3387  0.3089  -0.6637
O  -1.9106  -2.4200  1.8631  -0.6739
C  2.5339  0.5534  1.3469  -0.0381
C  0.2402  1.0867  0.6566  -0.2285
C  0.7526  2.3898  0.2681  0.2882
C  2.0641  2.7064  0.1475  -0.3101
C  -2.0570  -0.2918  -3.2379  -0.6296
C  -0.7085  -2.1251  -0.1951  -0.2785
C  -2.9887  -1.4218  0.1780  -0.2454
C  -1.7586  -1.9147  0.6772  0.2752
C  -3.0214  -0.6130  -1.0343  -0.2053
C  -0.8535  -1.5648  -1.4950  -0.1929
C  -1.9487  -0.7790  -1.8647  -0.0444
C  3.5068  -0.3403  2.0876  -0.6524
C  1.1276  0.2850  1.2797  -0.2195
C  3.0551  1.7337  0.6641  -0.1910
H  -0.1041  -1.6758  -2.1998  0.2031
H  -3.9371  -1.2960  0.6861  0.2228
H  -1.0786  -0.1760  -3.7160  0.2204
H  -1.1786  -2.8632  2.3493  0.4931
H  -3.9037  -0.2441  -1.5509  0.2101
H  -2.2254  0.8395  -3.0808  0.2121
H  0.0906  -2.8934  0.0442  0.2205
H  0.1503  4.1138  -0.2980  0.4703
H  2.8925  -1.1868  2.5617  0.2055
H  2.3737  3.6854  -0.2231  0.2094
H  4.0814  2.0003  0.7538  0.2089
H  -2.8175  -0.7913  -3.6449  0.2158
H  0.6950  -0.4686  1.9683  0.2067
H  -0.8633  0.9561  0.5169  0.2430
H  4.0269  -0.8441  1.2453  0.2353
H  3.9762  0.2211  2.9371  0.2330

Its highest occupied orbital energy is -7.98 eV. As for the LUMO energy: 0.66 eV. The frontier orbital gap comes out at 8.65 eV. The SMILES is Cc1ccc(O)cc1.Cc1ccc(O)cc1.

=====

Quick one: least stable of them? entry x